# 1
Below is an isolated molecule of C3HClIN at a distorted geometry, with properties calculated with ωB97M-V with the def2-TZVPD basis set.

As for the charge: 0. As for the LUMO energy: -0.02 eV. The value obtained for the energy above the lowest of the compared OMol25 structures with the same formula, charge and spin is 4.8 kcal per mole. As for the multiplicity: 1. As for the total energy: -25238.8439 eV. As for the gap between HOMO and LUMO: 9.82 eV. Its structure (SMILES) is N#C/C(Cl)=C/I.

Each atom is followed by the atoms it is bonded to, with distances in Å.
Cartesian coordinates (Å):
1 N -2.55 -0.93 0.07  C2 1.140
2 C -1.43 -0.70 0.06  N1 1.140, C3 1.556
3 C 0.10 -0.43 -0.03  C2 1.556, Cl4 1.706, C5 1.327
4 Cl 1.08 -1.83 -0.05  C3 1.706
5 C 0.50 0.83 -0.02  C3 1.327, I6 2.086, H7 1.077
6 I 2.50 1.41 -0.02  C5 2.086
7 H -0.21 1.65 0.00  C5 1.077

---

# 2
Below is a cluster of 4 separate species, C24H49BINO4 in total at a distorted geometry, with properties calculated with ωB97M-V with the def2-TZVPD basis set.

As for the charge: 0. As for the LUMO energy: 0.47 eV. As for the multiplicity: 1. As for the total energy: -44136.6340 eV. As for the gap between HOMO and LUMO: 9.24 eV. Its structure (SMILES) is NC[C@H](O)CB(CCCI)c1ccccc1.CCOCC.CCOCC.CCOCC.

Each atom is followed by the atoms it is bonded to, with distances in Å.
Cartesian coordinates (Å):
1 N -4.21 -3.23 5.23  C2 1.473, H17 1.019, H18 1.018
2 C -5.36 -3.91 4.60  N1 1.473, C3 1.610, H19 1.129, H20 1.121
3 C -4.93 -5.06 3.57  C2 1.610, O4 1.454, C5 1.602, H21 1.128
4 O -3.52 -5.00 3.22  C3 1.454, H22 0.972
5 C -5.79 -5.01 2.21  C3 1.602, B6 1.609, H23 1.128, H24 1.123
6 B -4.90 -4.51 0.96  C5 1.609, C7 1.628, C11 1.619
7 C -4.18 -3.05 0.89  B6 1.628, C8 1.578, H25 1.132, H26 1.122
8 C -5.03 -1.90 1.56  C7 1.578, C9 1.596, H27 1.120, H28 1.128
9 C -4.41 -0.51 1.09  C8 1.596, I10 2.164, H29 1.117, H30 1.126
10 I -2.53 -0.24 2.14  C9 2.164
11 C -4.61 -5.46 -0.31  B6 1.619, C12 1.488, C16 1.459
12 C -3.18 -5.81 -0.51  C11 1.488, C13 1.458, H31 1.118
13 C -2.76 -6.63 -1.65  C12 1.458, C14 1.471, H32 1.111
14 C -3.81 -7.08 -2.58  C13 1.471, C15 1.467, H33 1.117
15 C -5.23 -6.77 -2.40  C14 1.467, C16 1.483, H34 1.120
16 C -5.63 -5.94 -1.24  C11 1.459, C15 1.483, H35 1.112
17 H -3.83 -2.49 4.65  N1 1.019
18 H -3.49 -3.89 5.51  N1 1.018
19 H -5.95 -4.39 5.44  C2 1.129
20 H -6.04 -3.14 4.13  C2 1.121
21 H -5.11 -6.03 4.12  C3 1.128
22 H -3.14 -5.79 3.63  O4 0.972
23 H -6.14 -6.06 2.04  C5 1.128
24 H -6.62 -4.28 2.40  C5 1.123
25 H -4.11 -2.81 -0.22  C7 1.132
26 H -3.16 -3.19 1.32  C7 1.122
27 H -5.03 -1.97 2.68  C8 1.120
28 H -6.11 -1.95 1.24  C8 1.128
29 H -5.12 0.34 1.19  C9 1.117
30 H -4.17 -0.65 0.00  C9 1.126
31 H -2.41 -5.43 0.21  C12 1.118
32 H -1.68 -6.87 -1.75  C13 1.111
33 H -3.48 -7.68 -3.46  C14 1.117
34 H -5.99 -7.15 -3.12  C15 1.120
35 H -6.70 -5.67 -1.10  C16 1.112
36 C 0.22 2.41 0.19  C37 1.518, H41 1.092, H42 1.092, H43 1.092
37 C -0.66 1.76 -0.87  C36 1.518, O38 1.421, H44 1.092, H45 1.095
38 O -0.88 2.58 -2.01  C37 1.421, C39 1.419
39 C 0.28 2.96 -2.74  O38 1.419, C40 1.518, H46 1.096, H47 1.092
40 C 1.06 1.78 -3.29  C39 1.518, H48 1.092, H49 1.092, H50 1.093
41 H -0.21 3.36 0.51  C36 1.092
42 H 0.31 1.76 1.05  C36 1.092
43 H 1.22 2.62 -0.19  C36 1.092
44 H -1.65 1.57 -0.44  C37 1.092
45 H -0.26 0.79 -1.17  C37 1.095
46 H 0.92 3.60 -2.12  C39 1.096
47 H -0.06 3.57 -3.57  C39 1.092
48 H 1.44 1.13 -2.49  C40 1.092
49 H 1.92 2.13 -3.87  C40 1.092
50 H 0.43 1.16 -3.93  C40 1.093
51 C 3.25 6.13 -1.80  C52 1.518, H56 1.092, H57 1.092, H58 1.092
52 C 4.19 4.97 -2.05  C51 1.518, O53 1.420, H59 1.093, H60 1.095
53 O 3.98 4.33 -3.30  C52 1.420, C54 1.419
54 C 4.15 5.13 -4.46  O53 1.419, C55 1.519, H61 1.096, H62 1.092
55 C 5.54 5.72 -4.59  C54 1.519, H63 1.092, H64 1.092, H65 1.092
56 H 2.21 5.80 -1.86  C51 1.092
57 H 3.43 6.56 -0.81  C51 1.092
58 H 3.38 6.93 -2.53  C51 1.092
59 H 4.02 4.21 -1.28  C52 1.093
60 H 5.24 5.28 -1.95  C52 1.095
61 H 3.38 5.91 -4.49  C54 1.096
62 H 3.96 4.48 -5.31  C54 1.092
63 H 5.78 6.39 -3.76  C55 1.092
64 H 5.62 6.29 -5.52  C55 1.092
65 H 6.30 4.93 -4.60  C55 1.092
66 C 4.92 1.68 0.41  C67 1.518, H71 1.092, H72 1.093, H73 1.092
67 C 5.01 2.89 1.32  C66 1.518, O68 1.420, H74 1.093, H75 1.096
68 O 5.15 2.56 2.69  C67 1.420, C69 1.419
69 C 6.29 1.80 3.04  O68 1.419, C70 1.519, H76 1.096, H77 1.092
70 C 7.60 2.48 2.72  C69 1.519, H78 1.092, H79 1.092, H80 1.092
71 H 4.07 1.05 0.70  C66 1.092
72 H 4.78 2.00 -0.63  C66 1.093
73 H 5.82 1.07 0.45  C66 1.092
74 H 4.09 3.48 1.23  C67 1.093
75 H 5.83 3.56 1.01  C67 1.096
76 H 6.23 0.80 2.59  C69 1.096
77 H 6.23 1.64 4.12  C69 1.092
78 H 7.72 2.65 1.65  C70 1.092
79 H 8.44 1.86 3.05  C70 1.092
80 H 7.67 3.45 3.21  C70 1.092